(1)
C27H28ClHgIN4OSe | the ωB97M-V functional and the def2-TZVPD basis

Last column: Mulliken spin population.
Geometry (Å):
Hg: -0.20449 0.47554 -1.08855  0.638
I: -0.54050 1.30565 2.53270  0.020
C: 0.66082 -0.36945 1.94841  -0.011
C: 2.81350 -1.17122 3.78656  -0.001
C: 3.51009 -2.53058 3.74006  -0.003
C: 3.12187 -3.60336 3.04447  0.002
C: 2.10319 -3.59506 1.98584  -0.004
C: 2.25571 -4.45022 0.87931  0.004
C: 1.56980 -4.18647 -0.29701  0.009
C: 0.80484 -3.03262 -0.45549  0.017
C: 0.66582 -2.17904 0.63784  -0.019
C: 1.17389 -2.58040 1.89110  0.033
H: 3.28509 -0.61487 4.60386  0.001
H: 4.36773 -2.63635 4.39753  0.000
H: 3.70209 -4.51666 3.14757  0.000
H: 2.96406 -5.26850 0.92955  0.000
H: 1.69924 -4.85060 -1.14388  0.000
H: 0.39589 -2.76343 -1.42146  0.012
C: 0.70396 0.93328 6.23043  0.001
C: 0.63522 -0.35980 7.05991  -0.001
C: -0.27181 -0.06257 8.26289  0.000
C: 2.05168 -0.62124 7.58397  0.000
C: 0.06321 -1.56303 6.21598  0.001
O: -1.08609 -1.12088 5.48408  0.000
C: -0.52546 -2.73271 7.05632  0.000
C: 0.28279 -4.01507 7.32525  0.000
C: 1.43730 -3.89811 8.28346  0.000
C: 2.74523 -4.11933 7.86664  0.000
C: 3.81578 -3.96176 8.73593  0.000
C: 3.56976 -3.58479 10.04358  0.000
Cl: 4.90499 -3.37134 11.14295  0.000
C: 2.27606 -3.38024 10.49595  0.000
C: 1.22136 -3.54325 9.61303  0.000
C: 1.06489 -2.15535 5.20969  0.003
N: 1.39380 -1.27374 4.09710  -0.007
C: 0.65339 -1.55343 2.89097  0.037
N: 0.17375 -0.89242 0.68250  0.051
C: 2.11722 0.06444 1.87708  -0.010
N: 3.06980 -0.34905 2.60391  -0.002
H: 1.23018 1.69259 6.81394  0.000
H: -0.28518 1.34761 6.01949  0.000
H: 1.22418 0.79346 5.28565  0.000
H: -0.02306 0.92192 8.66510  0.000
H: -0.13834 -0.78536 9.07058  0.000
H: -1.32292 -0.05142 7.96829  0.000
H: 2.33867 0.20109 8.24398  0.000
H: 2.78460 -0.65836 6.77635  0.000
H: 2.12540 -1.54139 8.15892  0.000
H: -0.91436 -0.24479 5.11419  0.000
H: -1.39951 -3.04419 6.48115  0.000
H: -0.91849 -2.35707 7.99962  0.000
H: 0.63860 -4.45049 6.39152  0.000
H: -0.42726 -4.73787 7.73874  0.000
H: 2.93530 -4.39876 6.83632  0.000
H: 4.83164 -4.12131 8.40125  0.000
H: 2.10330 -3.09385 11.52436  0.000
H: 0.20880 -3.37444 9.96204  0.000
H: 0.63375 -3.08388 4.81691  -0.001
H: 1.97610 -2.44515 5.73521  -0.001
H: -0.37383 -1.81147 3.15889  0.002
H: 2.36802 0.71788 1.03921  0.010
Se: -1.91563 2.59012 -1.55690  0.184
C: -2.50020 3.17254 0.08083  -0.009
N: -2.87930 3.55545 1.10485  0.043

Atoms 1-3, force components in eV/Å:
Hg 0.0 0.0 0.0
I 0.0 0.0 0.0
C 0.0 0.0 0.0

Results
**Highest occupied orbital energy (spin up / spin down)**: -0.1364 / -0.1685 Ha
**Charge**: -1
**Relative energy (zero: lowest compared OMol25 entry of this formula, charge and spin)**: 0.397 eV
**Energy**: -126606.2938 eV
**2S+1**: 2
**Frontier orbital gap (spin up / spin down)**: 5.88 / 6.34 eV

(2)
C27H28F5IN8ORuS2 | the ωB97M-V functional and the def2-TZVPD basis

Last column: Mulliken spin population.
Geometry (Å):
Ru: -0.41592 -0.06420 -0.63006  3.538
C: 3.58226 2.07910 0.56368  0.004
C: 2.35502 1.56404 -0.12606  -0.004
N: 1.71060 0.52972 0.26771  0.072
N: 2.27746 -0.13420 1.32943  0.027
C: 1.42502 -0.76150 2.07821  -0.049
N: 1.91593 -1.57134 3.04095  0.006
S: -0.32016 -0.61874 1.98671  0.479
C: 1.82502 2.24868 -1.33158  0.008
C: 2.55210 3.25010 -1.96484  0.003
C: 2.01410 3.88879 -3.06865  -0.003
C: 0.76290 3.50598 -3.51583  0.001
C: 0.11904 2.47728 -2.85086  -0.009
N: 0.62665 1.85667 -1.78621  0.039
H: 3.52388 1.85842 1.62443  -0.001
H: 3.69778 3.15197 0.42479  0.000
H: 4.47786 1.58158 0.18241  -0.001
H: 2.89697 -1.79298 3.04173  -0.001
H: 1.28611 -2.07432 3.63747  -0.002
H: 3.53404 3.51769 -1.60380  0.000
H: 2.56760 4.67214 -3.57058  0.000
H: 0.29413 3.97808 -4.36831  0.000
H: -0.83938 2.12083 -3.20186  -0.006
C: -1.58332 -2.70155 -2.99296  0.055
C: -0.37560 -1.91636 -3.36875  -0.020
N: 0.31548 -1.09116 -2.60475  0.049
C: 1.36276 -0.62011 -3.38249  0.018
C: 1.31058 -1.18105 -4.61188  -0.003
N: 0.19905 -1.99745 -4.58842  0.006
H: -2.00934 -2.29693 -2.07739  -0.030
H: -1.32653 -3.74920 -2.82122  0.002
H: -2.33768 -2.66062 -3.78119  -0.001
H: 2.10450 0.05017 -2.98492  0.007
H: 1.93738 -1.07509 -5.47941  0.000
H: -0.12978 -2.57215 -5.34593  -0.001
I: -3.18751 0.66442 -2.69932  0.014
C: -3.02410 1.92104 -1.02871  0.003
C: -4.05545 2.79858 -0.73724  -0.004
C: -3.91175 3.61574 0.37372  0.000
C: -2.75553 3.53631 1.13183  0.000
C: -1.77799 2.63798 0.74970  0.002
N: -1.90829 1.83602 -0.31300  0.033
H: -4.93458 2.84358 -1.36295  0.001
H: -4.69661 4.31357 0.63595  0.000
H: -2.61053 4.15627 2.00507  0.000
H: -0.85092 2.53668 1.30156  0.003
F: 3.27311 -7.23056 -0.47988  0.005
C: 2.42484 -6.22332 -0.30831  0.058
C: 2.89548 -4.92762 -0.21202  -0.018
F: 4.20469 -4.69018 -0.29018  -0.002
C: 2.00482 -3.88447 -0.04566  0.068
F: 2.50492 -2.65145 0.02268  0.004
C: 0.63165 -4.08880 0.05555  0.024
S: -0.54618 -2.81119 0.28545  0.578
C: 0.19459 -5.41160 -0.04514  0.008
F: -1.11132 -5.69295 0.01830  -0.001
C: 1.06423 -6.46564 -0.23275  -0.018
F: 0.60636 -7.71155 -0.34250  -0.001
C: -4.19700 -3.23777 -0.11417  -0.011
N: -4.37668 -2.18521 0.88158  0.002
C: -5.46059 -2.35223 1.84812  0.001
C: -3.56059 -1.12239 0.88996  0.015
C: -3.75116 -0.09783 1.97554  0.000
O: -2.70338 -0.96421 0.00606  0.037
H: -4.46683 -4.19227 0.33322  0.001
H: -3.15565 -3.27928 -0.41449  0.013
H: -4.82414 -3.06276 -0.99141  0.000
H: -6.14509 -3.10281 1.46322  0.000
H: -6.02132 -1.42946 1.98202  0.000
H: -5.09096 -2.68888 2.81766  0.000
H: -4.55256 0.58711 1.68386  0.000
H: -2.83468 0.47323 2.08517  0.001
H: -4.01106 -0.54104 2.93471  0.000

Atoms 1-3, force components in eV/Å:
Ru 0.1 0.0 0.1
C 0.0 0.0 -0.1
C 0.1 0.1 -0.3

Results
**Highest occupied orbital energy (spin up / spin down)**: -0.3648 / -0.3684 Ha
**Charge**: +1
**Relative energy (zero: lowest compared OMol25 entry of this formula, charge and spin)**: 0.000 eV
**Energy**: -88355.7246 eV
**2S+1**: 6
**Frontier orbital gap (spin up / spin down)**: 7.48 / 6.02 eV

(3)
C27H28GdN2O4P2S | the ωB97M-V functional and the def2-TZVPD basis

Last column: Mulliken spin population.
Geometry (Å):
C: 0.85768 -4.21937 -2.43230  -0.072
C: 0.19391 -3.12659 -1.90669  0.044
C: -0.04584 -3.13933 -0.49894  0.037
C: 0.39726 -4.16167 0.34712  0.132
C: 1.03232 -5.24146 -0.23653  -0.066
C: 1.27164 -5.26421 -1.60854  0.135
C: 0.11686 -3.98823 1.80793  0.014
C: -1.20382 -3.34313 2.10046  0.103
C: -1.61015 -2.33830 1.21893  0.097
C: -2.80228 -1.57345 1.38904  0.083
C: -3.58954 -1.90013 2.47883  -0.076
C: -3.21772 -2.92089 3.35487  0.147
C: -2.04196 -3.64382 3.16088  -0.072
H: 1.04935 -4.23253 -3.50325  0.000
H: 1.31979 -6.05556 0.40438  0.000
H: 1.78541 -6.11078 -2.05033  0.004
H: 0.18177 -4.94605 2.30713  0.005
H: -4.50723 -1.33125 2.62984  0.000
H: -3.85819 -3.14828 4.20296  0.003
H: -1.75858 -4.44781 3.81953  0.001
N: -0.91983 -2.19878 0.02595  0.423
Gd: 0.29744 -0.28780 0.19178  5.308
C: -0.30563 -1.99293 -2.79113  0.019
H: -1.38674 -1.82140 -2.63703  0.006
H: -0.12180 -2.21614 -3.84851  0.003
C: -3.24169 -0.54912 0.34440  0.016
H: -3.26629 -1.03122 -0.65295  0.004
H: -4.23104 -0.14732 0.60042  0.003
P: 0.55914 -0.40735 -2.49886  0.085
P: -2.21533 0.94672 0.14708  0.022
C: -2.39921 2.00479 1.59270  0.012
H: -1.77089 2.89683 1.45138  -0.001
H: -3.46704 2.24980 1.61556  0.000
H: -2.06080 1.46278 2.48936  -0.007
C: -2.76678 1.81245 -1.33634  0.018
H: -3.74922 2.21132 -1.05835  0.001
H: -2.04456 2.60866 -1.56764  -0.001
H: -2.81696 1.10006 -2.17278  -0.001
C: 2.30971 -0.74828 -2.70411  -0.008
H: 2.40855 -1.22223 -3.68237  0.002
H: 2.85684 0.20014 -2.66154  -0.003
H: 2.70140 -1.39447 -1.90890  0.004
C: 0.04162 0.81923 -3.67683  0.031
H: 0.45465 1.78583 -3.37138  -0.013
H: 0.46512 0.47953 -4.62258  0.002
H: -1.04971 0.87073 -3.69726  0.001
C: 0.88557 1.95018 0.01709  0.355
O: 1.40954 2.95148 0.12030  0.130
H: 0.90478 -3.32734 2.21984  0.034
O: -0.60668 -0.13244 3.16887  0.021
C: 0.65033 -0.10876 3.00061  0.024
N: 1.21817 -0.89680 2.01963  0.046
S: 2.87797 -0.84116 1.76658  -0.016
O: 3.33361 -2.16409 2.16904  0.001
O: 3.03523 -0.38332 0.36946  0.013
C: 2.93893 0.46423 2.97783  0.024
C: 3.97352 1.32511 3.32648  0.002
C: 3.75254 2.34562 4.27100  0.002
C: 2.49228 2.52876 4.85733  0.002
C: 1.44778 1.68659 4.50493  -0.027
C: 1.69437 0.65125 3.61379  -0.051
H: 4.95124 1.20164 2.86611  0.000
H: 4.56900 3.03223 4.55507  0.000
H: 2.32188 3.33582 5.58543  0.000
H: 0.43503 1.80576 4.91725  -0.003

Atoms 1-3, force components in eV/Å:
C 0.1 0.4 -0.1
C -0.1 0.3 0.2
C -1.1 0.5 0.4

Results
**Highest occupied orbital energy (spin up / spin down)**: -0.2974 / -0.4168 Ha
**Charge**: +1
**Energy**: -89861.6788 eV
**2S+1**: 8
**Frontier orbital gap (spin up / spin down)**: 5.29 / 6.41 eV